Computed, not measured: C10H20O2Si in the gas phase, with ωB97M-V with the def2-TZVPD basis set.

Results
- SMILES string: CC(C)(C)[Si](C)(C)OC1=C(O)CC1
- E: -832.8918 a.u.
- HOMO level: -7.9 eV
- Gap between HOMO and LUMO: 0.3113 hartree
- Max |F|: 4.32 eV/A
- Net charge: 0
- Energy relative to the best compared isomer or geometry (same formula, charge and spin): 52.81 kcal per mole

Geometry as XYZ:
```
33
Properties=species:S:1:pos:R:3:forces:R:3
C -1.99490 0.58321 1.03206 1.832 -2.411 2.571
C -3.39861 0.39476 1.61232 2.301 1.947 -1.783
C -2.71252 -0.22008 2.80132 0.006 1.420 2.181
C -1.34135 0.04683 2.12678 -2.344 1.911 -0.912
C 0.87665 -2.07090 -0.14097 -3.133 -1.440 -0.227
C 2.44056 -0.89579 -1.48820 -0.429 -1.496 1.419
C 1.87585 0.13264 0.73414 0.930 1.290 -0.367
C 0.72513 2.22532 -1.22357 1.959 -1.948 2.658
C -0.31713 0.34945 -3.01194 -0.902 -3.141 2.277
C 1.33247 -0.69328 -0.44591 -1.210 1.971 -0.103
O -1.54782 0.91327 -0.16979 -0.582 0.280 -0.867
O -0.02347 0.05217 2.50279 -1.271 -0.548 0.444
Si -0.19895 0.58116 -1.04068 3.241 0.806 -2.741
H -3.80969 1.41742 1.72325 -0.450 -0.861 0.353
H -3.91250 -0.23119 0.97628 -1.880 -1.284 -1.085
H -3.14643 0.42933 3.62879 1.478 -0.896 -0.019
H -2.90059 -1.25270 3.04234 -0.330 -0.421 -0.150
H 1.64955 -2.77090 0.08033 1.075 -0.500 -0.159
H 0.23830 -2.15693 0.74227 -0.248 0.327 0.035
H 0.21773 -2.53049 -1.00323 1.386 0.827 1.413
H 2.68393 0.05363 -1.88593 0.908 0.575 -0.869
H 1.99585 -1.60937 -2.15967 0.172 0.132 -1.174
H 3.29834 -1.51937 -1.03312 -0.946 1.492 -0.402
H 2.09827 -0.55872 1.54504 0.671 0.439 0.153
H 2.69064 0.82782 0.38331 0.251 -1.537 0.279
H 1.28550 0.97447 1.12631 -0.518 -1.017 -0.030
H 0.10772 3.06479 -1.30004 -0.847 1.305 -0.577
H 1.41771 2.36024 -0.32855 -0.910 0.277 -1.108
H 1.37596 1.99397 -2.05675 0.057 0.615 -0.400
H -1.30930 0.08954 -3.32902 -0.751 -0.228 -0.214
H -0.01216 1.12896 -3.66177 0.829 0.699 -0.185
H 0.24205 -0.64544 -3.08460 -0.330 1.521 -0.591
H 0.07318 -0.46383 3.30642 -0.016 -0.106 0.182
```
Forces are in eV/Å.